No. 1
The following is a quantum chemistry calculation of an isolated molecule of C3H2NP in a non-equilibrium geometry, from the Open Molecules 2025 dataset.

Each line ends with the Löwdin charge.
Atoms and positions in Å:
C  1.54  0.20  -0.08  -0.196
C  -1.11  -0.10  0.59  -0.434
C  -0.23  0.08  -0.55  -0.500
N  2.64  0.26  0.22  0.042
P  -0.94  -1.59  -0.14  0.985
H  -1.52  0.48  1.39  0.045
H  -0.38  0.67  -1.43  0.058

The energy relative to the best compared isomer or geometry (same formula, charge and spin) comes out at 22.4 kcal per mole. As for the structure (SMILES): N#C[C@@H]1C=P1. The value obtained for the total energy is -511.4924 Ha. The HOMO energy is -0.376 Eh. The frontier orbital gap is 9.378 eV. The value obtained for the lowest unoccupied orbital energy is -0.9 eV.

=====

No. 2
The following is a quantum chemistry calculation of a structure of composition C3H2NS3 in a non-equilibrium geometry, from the Open Molecules 2025 dataset.

Each line ends with the Löwdin charge.
Atoms and positions in Å:
C  -0.75  -0.28  -0.27  -0.391
C  -0.01  0.81  0.20  -0.745
C  0.79  1.02  1.22  -0.767
N  -0.71  -1.43  0.36  0.071
S  -0.01  2.51  -0.52  0.596
S  1.58  -1.81  -1.93  -0.710
S  1.72  1.45  2.39  0.759
H  -1.42  -0.08  -1.34  0.165
H  -1.20  -2.19  -0.10  0.023

The energy relative to the best compared isomer or geometry (same formula, charge and spin) comes out at 113.6 kcal per mole. The value obtained for the total energy is -1364.7088 Ha. The total charge is -1. The HOMO energy (spin up / spin down) is -0.110 / -0.095 Eh. The frontier orbital gap (spin up / spin down) is 3.725 / 4.924 eV. The value obtained for the lowest unoccupied orbital energy (spin up / spin down) is 0.7 / 2.3 eV.

=====

No. 3
The following is a quantum chemistry calculation of an isolated molecule of C3H2O, from the Open Molecules 2025 dataset.

Each line ends with the Löwdin charge.
Atoms and positions in Å:
O  -0.78  1.39  -0.05  0.044
C  -0.82  0.19  -0.20  -0.356
C  0.30  -0.59  -0.85  -0.033
C  1.16  -0.46  0.01  0.144
H  -1.57  -0.47  0.24  0.121
H  1.71  -0.06  0.84  0.079

The energy relative to the best compared isomer or geometry (same formula, charge and spin) comes out at 37.6 kcal per mole. As for the structure (SMILES): C#CC=O. The value obtained for the total energy is -190.6026 Ha. The HOMO energy is -0.386 Eh. The frontier orbital gap is 10.331 eV. The value obtained for the lowest unoccupied orbital energy is -0.2 eV.

=====

No. 4
The following is a quantum chemistry calculation of a cluster of 2 separate species, C3H2O in total in a non-equilibrium geometry, from the Open Molecules 2025 dataset.

Each line ends with the Löwdin charge.
Atoms and positions in Å:
C  0.96  -0.09  -0.24  -0.292
C  2.14  -0.09  0.31  0.132
C  -0.31  -0.06  -0.17  -0.313
O  -1.19  0.71  0.28  0.146
H  -0.89  -1.98  -0.49  0.206
H  -0.70  1.51  0.32  0.123

The energy relative to the best compared isomer or geometry (same formula, charge and spin) comes out at 144.7 kcal per mole. The value obtained for the total energy is -190.4318 Ha. The HOMO energy (spin up / spin down) is -0.346 / -0.345 Eh. The frontier orbital gap (spin up / spin down) is 8.191 / 8.183 eV. The value obtained for the lowest unoccupied orbital energy (spin up / spin down) is -1.2 / -1.2 eV.

=====

No. 5
The following is a quantum chemistry calculation of an isolated molecule of C3H2O in a non-equilibrium geometry, from the Open Molecules 2025 dataset.

Each line ends with the Löwdin charge.
Atoms and positions in Å:
C  -0.92  0.04  0.07  -0.439
C  -1.87  0.87  -0.05  0.175
C  0.70  -0.05  0.00  0.024
O  -0.26  -1.16  0.00  -0.025
H  1.10  0.23  -1.02  0.127
H  1.26  0.08  1.00  0.139

The energy relative to the best compared isomer or geometry (same formula, charge and spin) comes out at 91.3 kcal per mole. The value obtained for the total energy is -190.5170 Ha. The HOMO energy is -0.369 Eh. The frontier orbital gap is 8.815 eV. The value obtained for the lowest unoccupied orbital energy is -1.2 eV.

=====

No. 6
The following is a quantum chemistry calculation of a structure of composition C3H2O2Pm in a non-equilibrium geometry, from the Open Molecules 2025 dataset.

Each line ends with the Löwdin charge.
Atoms and positions in Å:
O  0.41  -1.37  0.13  -0.177
C  -0.80  -1.56  -0.14  -0.113
C  -1.72  -0.50  -0.38  -0.078
O  -1.65  0.64  0.47  0.034
C  -0.81  1.07  -0.44  0.137
Pm  1.60  0.62  0.01  1.848
H  -1.14  -2.58  -0.39  0.179
H  -2.71  -0.68  -0.80  0.170

The energy relative to the best compared isomer or geometry (same formula, charge and spin) comes out at 40.9 kcal per mole. The value obtained for the total energy is -873.5234 Ha. As for the multiplicity: 6. The total charge is +2. The HOMO energy (spin up / spin down) is -0.646 / -0.717 Eh. As for the expectation value of S²: 8.76. The frontier orbital gap (spin up / spin down) is 6.879 / 9.044 eV. The value obtained for the lowest unoccupied orbital energy (spin up / spin down) is -10.7 / -10.5 eV.

=====

No. 7
The following is a quantum chemistry calculation of a structure of composition C3H2O2Tl in a non-equilibrium geometry, from the Open Molecules 2025 dataset.

Each line ends with the Löwdin charge.
Atoms and positions in Å:
H  -2.27  0.98  0.15  0.203
O  -0.16  1.29  -0.05  0.228
O  1.67  -0.44  0.13  -0.106
C  -1.31  0.57  -0.18  0.158
C  -0.82  -0.72  -0.17  0.269
C  0.51  -0.20  -0.02  -0.153
H  -1.23  -1.66  0.16  0.187
Tl  3.62  0.19  -0.01  1.214

The energy relative to the best compared isomer or geometry (same formula, charge and spin) comes out at 0.0 kcal per mole. The value obtained for the total energy is -437.6156 Ha. As for the multiplicity: 2. The total charge is +2. The HOMO energy (spin up / spin down) is -0.734 / -0.734 Eh. As for the expectation value of S²: 0.77. The frontier orbital gap (spin up / spin down) is 8.283 / 5.959 eV. The value obtained for the lowest unoccupied orbital energy (spin up / spin down) is -11.7 / -14.0 eV.

=====

No. 8
The following is a quantum chemistry calculation of a cluster of 2 separate species, C3H2O3 in total in a non-equilibrium geometry, from the Open Molecules 2025 dataset.

Each line ends with the Löwdin charge.
Atoms and positions in Å:
C  -0.50  1.24  -1.70  -0.477
C  0.03  -0.71  1.00  -0.169
C  1.27  -0.46  0.24  0.033
O  -0.87  1.62  -0.70  0.211
O  -0.36  1.02  -2.81  0.225
O  1.37  -1.18  1.32  -0.016
H  -0.17  -0.02  1.76  0.065
H  -0.77  -1.51  0.90  0.129

The energy relative to the best compared isomer or geometry (same formula, charge and spin) comes out at 71.4 kcal per mole. The value obtained for the total energy is -341.1230 Ha. The HOMO energy is -0.376 Eh. The frontier orbital gap is 10.569 eV. The value obtained for the lowest unoccupied orbital energy is 0.3 eV.